99
Properties=species:S:1:pos:R:3 method="wB97M-V/def2-TZVPD" e_homo_ha=-0.2802 relative_energy_kj_mol=0.0 orbital_gap_ha=0.214
O -0.607 -0.098 -3.317
O 0.753 -2.352 -2.794
C -2.006 0.215 -3.256
C -2.396 1.669 -3.013
H -2.446 -0.421 -2.467
H -2.391 -0.154 -4.220
H -2.213 1.978 -1.973
H -3.476 1.752 -3.178
H -1.898 2.357 -3.704
C 0.345 0.818 -2.734
C 1.445 1.039 -3.728
H 0.746 0.362 -1.815
H -0.135 1.764 -2.439
H 1.963 0.095 -3.917
H 2.164 1.765 -3.337
H 1.045 1.417 -4.675
C 2.008 -2.915 -2.375
C 0.261 -2.862 -4.051
C 3.071 -1.850 -2.283
H 2.318 -3.711 -3.074
H 1.856 -3.371 -1.383
H 3.299 -1.443 -3.275
H 3.982 -2.292 -1.871
H 2.788 -1.023 -1.620
C 1.105 -2.419 -5.213
H -0.762 -2.479 -4.140
H 0.217 -3.966 -4.010
H 1.137 -1.326 -5.263
H 0.656 -2.796 -6.132
H 2.122 -2.816 -5.142
H -0.384 -1.393 -1.721
N -0.585 2.716 1.869
C -0.295 3.099 3.101
C 0.321 2.282 4.057
C 0.942 1.039 3.878
C -0.610 4.508 3.567
H -1.360 5.001 2.935
H 0.306 5.120 3.573
H -1.009 4.464 4.588
C 1.927 0.591 4.935
H 2.912 0.366 4.501
H 1.574 -0.304 5.467
H 2.045 1.402 5.659
N 0.709 0.238 2.856
C -0.668 3.612 0.793
C -1.925 3.931 0.223
C -3.175 3.417 0.855
C -1.975 4.743 -0.908
H -2.951 4.976 -1.331
C -0.803 5.260 -1.467
H -0.848 5.888 -2.354
C 0.431 4.987 -0.877
H 1.348 5.407 -1.286
C 0.514 4.187 0.258
C 1.840 3.952 0.911
C 1.388 -0.976 2.632
C 0.806 -2.193 3.059
C -0.363 -2.189 3.994
C 1.287 -3.387 2.535
H 0.786 -4.315 2.815
C 2.384 -3.400 1.675
H 2.760 -4.349 1.289
C 3.016 -2.205 1.328
H 3.889 -2.210 0.669
C 2.541 -0.986 1.807
C 3.154 0.304 1.352
Hg -1.304 0.348 1.616
H -4.047 3.815 0.326
H -3.255 3.705 1.913
H -3.236 2.320 0.815
H 1.997 2.895 1.172
H 1.954 4.547 1.831
H 2.642 4.255 0.226
H -0.698 -3.220 4.154
H -1.225 -1.621 3.609
H -0.111 -1.762 4.975
H 3.275 1.021 2.175
H 2.541 0.788 0.572
H 4.143 0.115 0.913
H 0.402 2.711 5.053
C -0.837 -1.537 -0.669
Si -1.676 -3.240 -0.560
H -0.013 -1.463 0.053
H -1.575 -0.735 -0.501
C -2.906 -3.431 -1.972
C -2.526 -3.461 1.106
C -0.457 -4.666 -0.692
H -0.974 -5.613 -0.476
H 0.367 -4.571 0.027
H -0.019 -4.750 -1.696
H -3.857 -2.938 -1.727
H -3.118 -4.495 -2.158
H -2.534 -2.997 -2.909
H -3.059 -2.554 1.420
H -1.797 -3.709 1.892
H -3.252 -4.286 1.063
S -3.547 2.613 4.514
C -3.209 1.228 3.812
N -2.967 0.168 3.282